[1]
{
  "formula": "C2H2BrClO",
  "method": "the ωB97M-V functional and the def2-TZVPD basis",
  "symbols": ["C", "C", "O", "Cl", "Br", "H", "H"],
  "coordinates": [[-0.075, 0.352, 0.504], [-0.348, 0.696, -0.725], [1.450, -0.886, 0.452], [-1.705, 1.755, -1.042], [0.917, -2.622, 0.786], [-0.127, 0.527, 1.579], [-0.110, 0.178, -1.554]],
  "fmax_ev_per_a": 4.150,
  "multiplicity": 3,
  "lumo_ev": [-0.5, -2.7],
  "e_homo_ev": [-7.240, -10.178],
  "s2": 2.02
}

[2]
{
  "formula": "C2H2BrClOS",
  "method": "the ωB97M-V functional and the def2-TZVPD basis",
  "symbols": ["O", "C", "Cl", "C", "S", "Br", "H", "H"],
  "coordinates": [[-0.900, 0.919, -1.133], [-0.656, 0.591, -0.026], [-1.685, 0.963, 1.281], [0.361, -0.344, 0.392], [1.743, -0.351, -0.818], [-0.647, -2.197, 0.457], [0.708, -0.053, 1.399], [1.076, 0.473, -1.550]],
  "fmax_ev_per_a": 2.944,
  "multiplicity": 1,
  "lumo_ev": -1.0,
  "e_homo_ev": -9.929,
  "smiles": "O=C(Cl)[C@H](S)Br"
}

[3]
{
  "formula": "C2H2BrF2NO",
  "method": "the ωB97M-V functional and the def2-TZVPD basis",
  "symbols": ["C", "C", "N", "O", "F", "F", "Br", "H", "H"],
  "coordinates": [[-0.711, 0.233, 0.349], [2.194, -1.281, -0.672], [-1.408, -0.443, 1.070], [-0.245, 0.965, -0.405], [1.004, -1.509, -0.170], [3.049, -1.997, 0.034], [2.914, 1.205, -0.151], [2.522, 1.234, -1.584], [-1.375, -1.426, 1.362]],
  "fmax_ev_per_a": 2.397,
  "multiplicity": 3,
  "lumo_ev": [0.4, -2.2],
  "e_homo_ev": [-7.504, -10.849],
  "s2": 2.00
}

[4]
{
  "formula": "C2H2BrF3O",
  "method": "the ωB97M-V functional and the def2-TZVPD basis",
  "symbols": ["C", "C", "O", "F", "F", "F", "Br", "H", "H"],
  "coordinates": [[-0.180, -0.290, 0.603], [-0.426, -0.342, 2.137], [0.587, 0.624, 0.085], [-1.039, -1.483, 2.325], [0.572, -0.407, 3.010], [-1.183, 0.723, 2.512], [1.506, -2.413, 0.312], [-0.840, -0.993, 0.180], [0.948, 0.306, -0.689]],
  "fmax_ev_per_a": 4.004,
  "multiplicity": 1,
  "lumo_ev": [-2.1, -2.1],
  "e_homo_ev": [-9.718, -9.719]
}

[5]
{
  "formula": "C2H2BrI",
  "method": "the ωB97M-V functional and the def2-TZVPD basis",
  "symbols": ["C", "C", "Br", "I", "H", "H"],
  "coordinates": [[0.872, 0.099, -0.023], [-0.576, -0.232, 0.050], [-1.157, -1.971, -0.011], [-2.035, 1.256, -0.006], [1.121, 1.227, -0.231], [1.776, -0.379, 0.221]],
  "fmax_ev_per_a": 6.876,
  "multiplicity": 1,
  "lumo_ev": 0.2,
  "e_homo_ev": -8.932
}

[6]
{
  "formula": "C2H2BrIO",
  "method": "the ωB97M-V functional and the def2-TZVPD basis",
  "symbols": ["O", "C", "Br", "C", "I", "H", "H"],
  "coordinates": [[0.345, 0.996, -1.878], [-0.211, 0.395, -1.047], [-2.141, 0.557, -0.920], [0.251, -0.322, 0.336], [2.009, -0.303, 2.211], [-0.473, 0.006, 1.201], [0.221, -1.329, 0.098]],
  "fmax_ev_per_a": 3.759,
  "multiplicity": 1,
  "lumo_ev": -2.1,
  "e_homo_ev": -9.929,
  "smiles": "O=C(Br)CI"
}

[7]
{
  "formula": "C2H2BrN3",
  "method": "the ωB97M-V functional and the def2-TZVPD basis",
  "symbols": ["N", "C", "N", "C", "N", "H", "Br", "H"],
  "coordinates": [[-0.836, 2.756, 1.006], [-1.088, 1.722, 0.560], [-1.615, 0.695, -0.036], [-1.361, -0.361, -0.570], [-1.206, -1.291, -1.316], [-1.068, -2.245, -1.149], [2.016, 0.762, 1.156], [2.060, 2.122, 0.926]],
  "fmax_ev_per_a": 1.447,
  "multiplicity": 1,
  "lumo_ev": 0.4,
  "e_homo_ev": -10.516,
  "smiles": "N#CN=C=N.Br"
}

[8]
{
  "formula": "C2H2BrNO2",
  "method": "the ωB97M-V functional and the def2-TZVPD basis",
  "symbols": ["C", "C", "Br", "N", "O", "O", "H", "H"],
  "coordinates": [[-0.318, -0.862, -0.825], [-0.250, -0.199, 0.289], [-0.538, -0.873, 2.148], [0.455, 1.081, 0.411], [0.860, 1.525, -0.647], [0.430, 1.641, 1.504], [-0.787, -1.778, -1.069], [0.148, -0.534, -1.811]],
  "fmax_ev_per_a": 3.404,
  "multiplicity": 1,
  "lumo_ev": -1.0,
  "e_homo_ev": -10.545,
  "smiles": "C=C(Br)[N+](=O)[O-]"
}

[9]
{
  "formula": "C2H2BrO2S",
  "method": "the ωB97M-V functional and the def2-TZVPD basis",
  "symbols": ["C", "C", "O", "O", "S", "Br", "H", "H"],
  "coordinates": [[2.332, 1.769, 0.235], [2.254, 0.389, 0.119], [2.315, 2.805, 0.848], [2.054, 1.268, -0.998], [-2.619, -0.343, 0.787], [3.861, -0.790, 0.204], [1.348, -0.290, 0.335], [-1.782, -0.844, -0.206]],
  "charge": -1,
  "fmax_ev_per_a": 4.496,
  "multiplicity": 1,
  "lumo_ev": 2.3,
  "e_homo_ev": -2.623
}

[10]
{
  "formula": "C2H2BrO2S2",
  "method": "the ωB97M-V functional and the def2-TZVPD basis",
  "symbols": ["C", "C", "O", "O", "S", "S", "Br", "H", "H"],
  "coordinates": [[1.167, 0.789, 0.364], [-0.215, 1.034, -0.267], [1.677, -0.279, 0.054], [1.427, 1.779, 0.953], [-0.701, -2.542, 0.172], [-0.412, 1.481, -1.845], [-1.602, 1.510, 0.969], [-1.691, -1.873, -0.317], [0.349, -1.899, -0.083]],
  "charge": -1,
  "fmax_ev_per_a": 4.687,
  "multiplicity": 1,
  "lumo_ev": 3.1,
  "e_homo_ev": -4.704
}

[11]
{
  "formula": "C2H2BrO3",
  "method": "the ωB97M-V functional and the def2-TZVPD basis",
  "symbols": ["O", "C", "Br", "O", "C", "O", "H", "H"],
  "coordinates": [[0.711, -1.492, 1.223], [0.541, -0.421, 0.626], [2.532, 0.421, -0.318], [-0.061, 0.757, 0.929], [-0.271, 0.311, -0.281], [-1.574, 0.213, -0.724], [0.315, 0.733, -0.998], [-2.193, -0.523, -0.457]],
  "charge": -1,
  "fmax_ev_per_a": 6.473,
  "multiplicity": 1,
  "lumo_ev": 3.6,
  "e_homo_ev": -4.270,
  "smiles": "[O-][C@]1(Br)O[C@@H]1O"
}

[12]
{
  "formula": "C2H2BrO3S",
  "method": "the ωB97M-V functional and the def2-TZVPD basis",
  "symbols": ["C", "C", "O", "O", "O", "S", "Br", "H", "H"],
  "coordinates": [[2.025, 0.309, -1.370], [-0.456, -0.381, -0.772], [2.236, -0.686, -1.886], [0.837, -2.369, 0.708], [1.782, 1.348, -0.937], [-0.172, -2.257, -0.554], [-2.410, 0.093, -0.585], [-0.045, 0.154, -1.584], [-0.078, 0.108, 0.174]],
  "charge": -1,
  "fmax_ev_per_a": 3.664,
  "multiplicity": 1,
  "lumo_ev": 3.3,
  "e_homo_ev": -2.229
}

DFT total energy: -3186.593220, -3585.020136, -2980.959457, -3026.196063, -2949.039011, -3024.277595, -2815.643106, -2856.506752, -3200.063698, -3598.321399, -2877.141858, -3275.357360 (hartree)